Below is a molecular structure, C49H100F12N7NaO8S4, with properties calculated with ωB97M-V with the def2-TZVPD basis set.

Geometry as XYZ:
```
181
Properties=species:S:1:pos:R:3:forces:R:3
Na 2.261173 -1.019289 -3.092707 -0.2330 -0.1987 -0.7089
C -3.284161 7.416765 -3.294922 -0.1498 0.5885 0.4006
C -4.056911 6.563688 -4.295971 -0.4064 1.0951 -0.7848
C -3.182400 5.869178 -5.352416 -0.2155 0.0153 1.5617
N -3.944474 4.920000 -6.225663 0.2412 -0.0448 0.2941
C -4.514939 3.699335 -5.476884 0.2795 -0.0299 -1.8962
C -3.502239 2.647906 -5.057745 -0.1562 0.6296 1.1500
C -2.482479 2.300440 -6.116249 0.0621 0.3909 -0.1347
C -1.872778 3.521500 -6.755558 0.0272 0.5832 -1.2055
C -2.959020 4.447073 -7.339711 -0.8726 -0.3599 1.8335
C -5.128523 5.609104 -6.914015 1.1160 -0.4334 0.5812
H -3.978763 7.847849 -2.570253 -0.1132 -0.2720 0.0350
H -2.846155 8.318662 -3.726980 0.2255 -0.2909 -0.3703
H -2.512511 6.910451 -2.714079 -0.0085 -0.2694 -0.2023
H -4.677664 7.251799 -4.879384 0.0558 0.2513 0.1710
H -4.837249 5.993898 -3.789279 0.5462 -0.7334 0.0468
H -2.352236 5.356792 -4.864362 -0.2482 -0.4762 -0.0717
H -2.675547 6.632871 -5.943213 -0.3826 -0.0099 -0.3961
H -5.214405 4.103726 -4.752973 0.1324 -0.3167 0.2757
H -5.057132 3.200424 -6.285538 -0.4878 0.2112 0.1804
H -3.020039 2.991390 -4.136285 0.2428 -0.1721 -0.0141
H -4.068047 1.751727 -4.794872 -0.0733 0.0754 0.0848
H -1.704291 1.705145 -5.651817 -0.0072 -0.2121 -0.2863
H -2.923874 1.771019 -6.964561 -0.1563 -0.4906 0.3805
H -1.127199 4.046255 -6.156977 -0.2461 0.1232 0.1884
H -1.320327 3.173014 -7.632400 0.1310 0.0940 0.0089
H -2.578439 5.372673 -7.759187 -0.0198 -0.1860 -0.4451
H -3.675809 3.900566 -7.950259 0.6106 -0.0227 -0.7497
H -4.621851 6.352157 -7.522531 -0.6666 0.0625 -0.5082
H -5.835582 6.070104 -6.228958 0.3800 0.0188 0.3068
H -5.678742 4.813058 -7.406491 0.2038 0.2878 -0.6519
C 0.488634 7.059770 7.370554 -1.9020 0.1848 -0.4568
C 1.061861 6.035360 6.398133 0.5643 0.0802 -0.1572
C 0.675082 6.291513 4.908501 1.3733 -0.0083 1.5773
N 1.212051 5.255117 3.943442 0.2651 0.7674 -1.6407
C 0.401697 3.984213 4.057261 1.0097 0.2415 1.9102
C 0.985490 2.700026 3.488361 -0.5445 -0.4993 -1.0116
C 2.493245 2.573529 3.763151 -0.3887 0.3207 -0.3123
C 3.233836 3.856755 3.366736 0.7643 0.1946 -0.4366
C 2.719780 5.058916 4.115746 -0.5892 -0.8129 1.1197
C 1.037930 5.833380 2.527288 0.3889 -0.5092 1.2413
H 0.745728 8.107272 7.213817 0.5897 -0.1774 -0.2103
H 0.613653 6.827897 8.425006 0.3976 -0.2236 -0.1198
H -0.597227 7.063695 7.210454 -0.0601 -0.0047 0.2526
H 0.807170 5.022438 6.710629 -0.0891 0.0467 0.1523
H 2.145305 6.148276 6.475949 0.0288 -0.3240 -0.1156
H 1.253323 7.197148 4.728065 -0.5668 0.2792 -0.7375
H -0.393272 6.396021 4.743081 -0.0011 0.1084 -0.0738
H 0.486945 3.825269 5.136974 -0.5227 -0.0975 0.0124
H -0.626408 4.274303 3.854795 -0.0049 -0.3615 -0.4143
H 0.387362 1.903639 3.943598 0.3659 0.0003 0.5532
H 0.726255 2.461684 2.451215 0.3553 0.8174 -0.3201
H 2.625710 2.351596 4.824492 0.2186 0.1759 0.0639
H 2.933547 1.750736 3.204397 -0.1880 -0.1351 0.0304
H 4.292697 3.782346 3.631088 -0.0601 -0.1137 0.2477
H 3.313401 4.043066 2.292084 -0.5546 -0.2931 -0.1070
H 2.920791 4.795265 5.155426 -0.4159 0.3362 0.1251
H 3.211578 6.011257 3.935265 -0.0613 -0.0277 -0.3166
H 0.023298 6.207947 2.438487 -0.0266 -0.1161 -0.1797
H 1.278400 5.016282 1.854527 -0.2022 0.2149 -0.3105
H 1.764113 6.637710 2.457773 -0.1435 0.0955 -0.3068
C -4.995398 0.998133 -1.503155 0.5837 -0.9976 -0.3560
C -4.118466 0.432095 -0.374141 0.1551 -0.7365 0.3882
C -4.921930 -0.026819 0.862698 -0.3690 0.3666 -0.7975
N -4.173981 -0.904298 1.876002 -1.4190 0.4234 -0.5149
C -3.092476 -0.042136 2.448532 2.1894 0.1513 -0.1018
C -2.454201 -0.583803 3.730384 -0.8595 -1.2841 0.3548
C -3.523832 -1.067377 4.717971 -0.9748 0.7377 -0.0019
C -4.620597 -1.973383 4.131548 1.1520 -0.6086 -0.8629
C -5.249930 -1.346922 2.884020 1.1924 2.1643 1.3676
C -3.647125 -2.112951 1.207870 1.7089 0.0412 0.1055
H -5.445154 1.955712 -1.260685 -0.3239 -0.1184 0.0161
H -5.685663 0.230675 -1.861647 -0.6502 0.2819 0.5512
H -4.411080 1.098807 -2.421510 0.4764 0.4357 0.3424
H -3.309670 1.125599 -0.139124 -0.2430 0.1387 0.2946
H -3.577636 -0.456334 -0.710184 -0.2627 0.2209 -0.4039
H -5.792112 -0.607756 0.553967 0.1412 -0.2160 -0.1905
H -5.353755 0.827357 1.384337 0.2804 -0.0527 0.3901
H -3.309219 1.025854 2.493152 -1.2131 -0.2554 0.4443
H -2.319093 0.019443 1.674543 -0.0075 -0.4577 -0.0602
H -1.811666 0.112110 4.266506 -0.0690 0.4101 -0.4516
H -1.820767 -1.449337 3.514871 0.0918 0.0921 -0.3108
H -4.095508 -0.203676 5.076773 0.3414 0.2091 0.2507
H -3.077524 -1.543655 5.588600 0.0348 -0.0233 -0.0343
H -5.346286 -2.153486 4.920000 -0.2764 -0.1418 -0.2768
H -4.139947 -2.914540 3.849959 -0.3444 -0.2863 0.2061
H -5.553073 -0.349486 3.217251 -0.7916 -0.1945 0.0238
H -6.069603 -1.833693 2.367821 0.2153 -0.3232 -0.0259
H -3.140449 -2.752216 1.931691 -0.5873 -0.1029 0.2785
H -2.791616 -1.819608 0.595934 -0.4544 0.0730 -0.4784
H -4.423495 -2.641413 0.664649 -0.0422 0.1119 -0.0206
C 7.489223 -3.612395 0.672095 1.2223 -0.0425 -0.0421
C 6.596599 -3.241870 1.841808 -2.2783 -0.1354 -0.8591
C 7.270389 -2.773165 3.097606 1.9706 0.1452 -0.2598
N 6.689255 -3.214303 4.411221 1.1803 0.1357 0.5183
C 7.407352 -2.448777 5.516571 -0.3497 0.4728 1.5713
C 7.044672 -0.951351 5.605410 -0.5474 -0.1715 -1.2963
C 5.537396 -0.636215 5.485501 0.5095 -0.0401 -0.2608
C 4.906854 -1.511177 4.412370 -1.4695 0.1730 -1.1676
C 5.213342 -3.003734 4.463425 0.2031 0.8018 1.5950
C 7.068735 -4.647957 4.627473 -0.1655 -0.7562 -0.6018
H 8.268118 -4.307712 0.998869 0.0288 0.0815 0.1377
H 8.014324 -2.754631 0.248200 -0.0385 0.0840 0.1264
H 7.039618 -4.132132 -0.172519 -0.6324 0.1925 0.2446
H 5.863830 -4.047306 1.974757 0.6183 -0.4949 0.5616
H 5.844230 -2.491934 1.558916 0.4471 0.3874 -0.2693
H 7.480105 -1.703318 3.080845 -0.9867 0.1693 0.1988
H 8.324762 -3.074392 3.119336 -0.2124 -0.7585 0.0474
H 8.484140 -2.555644 5.394097 -0.0479 -0.0587 -0.4792
H 7.211015 -2.987085 6.446038 -0.3937 -0.0050 -0.0551
H 7.526866 -0.584485 4.696191 -0.0521 0.7137 0.2093
H 7.453131 -0.389674 6.440943 0.4128 -0.5799 0.1724
H 5.415022 0.401149 5.166401 0.2259 0.0162 -0.1106
H 4.999191 -0.633796 6.434592 0.1304 -0.6797 0.1071
H 5.069710 -1.109038 3.407086 0.6308 -0.0246 0.0467
H 3.817338 -1.399905 4.446254 -0.0280 -0.2718 0.3413
H 4.740024 -3.661121 3.742240 -0.0736 0.2808 -0.1838
H 4.902571 -3.292348 5.471219 0.0903 -0.5270 -0.0991
H 6.619148 -5.144867 5.486082 -0.4077 0.6487 0.1315
H 8.143672 -4.738166 4.765963 0.0297 0.2371 -0.2591
H 6.755601 -5.194087 3.738553 0.1626 -0.0742 0.0153
C -3.656048 -3.444875 -2.422296 0.6364 -0.1171 0.2152
C -2.393018 -3.990033 -1.743518 0.0840 -0.4944 0.3149
C -2.380121 -5.536497 -1.844770 1.6721 0.5966 0.9350
N -1.300399 -6.156840 -0.919839 -0.5226 -0.7956 0.7490
C -1.328226 -7.662053 -1.245508 2.0653 0.8082 -0.9038
C -0.054516 -8.356897 -0.775636 -1.0139 -1.7513 0.9801
C 1.279689 -7.767392 -1.129286 -0.0558 0.2554 0.3168
C 1.224428 -6.319066 -0.646591 0.5243 -0.0595 0.2107
C 0.051425 -5.532224 -1.220898 0.1390 -1.2736 -0.6478
C -1.652118 -6.004828 0.528676 -0.3864 0.4731 -0.2331
H -4.535705 -3.828373 -1.908004 -0.1951 0.0852 -0.1679
H -3.634296 -3.749731 -3.468420 -0.4045 -0.3080 0.2482
H -3.655749 -2.355952 -2.470522 -0.1017 -0.0516 0.3774
H -2.277932 -3.709517 -0.691211 -0.7378 -0.0293 0.1842
H -1.468864 -3.551821 -2.125550 -0.2467 -0.2745 -0.7664
H -2.028275 -5.891789 -2.810225 -0.4945 0.2720 -0.3085
H -3.287713 -6.050668 -1.537030 -0.2788 0.2937 -0.2203
H -1.250582 -7.707143 -2.333698 -0.5051 0.0537 -0.0556
H -2.256015 -8.114228 -0.911162 -0.0094 0.1515 0.1998
H -0.161575 -9.394862 -1.108108 0.1040 0.0867 -0.2221
H -0.058614 -8.484784 0.313332 -0.1567 0.2078 0.0439
H 1.603716 -7.892042 -2.164734 -0.4749 0.3786 -0.1982
H 2.033269 -8.334991 -0.580886 0.0134 0.1760 0.1633
H 2.190642 -5.862476 -0.870603 -0.3256 0.5379 -0.2424
H 1.154973 -6.263723 0.444644 0.0393 -0.3051 0.0558
H 0.069267 -5.630598 -2.307571 0.3384 0.7922 -0.0955
H 0.052558 -4.519515 -0.834058 -0.1339 0.1405 -0.3481
H -2.694658 -6.297517 0.639374 -0.0022 0.0297 0.1060
H -1.525725 -4.959162 0.801829 -0.0750 -0.0069 0.0279
H -1.047220 -6.600109 1.206738 0.1889 -0.1929 -0.3986
C -1.730046 -1.777732 -5.400171 0.0971 0.0169 0.0357
F -2.550418 -2.245618 -4.443001 0.4409 0.2018 -0.2996
F -2.306102 -1.973900 -6.559315 0.0806 -0.2964 -0.2476
F -1.598702 -0.470991 -5.216368 0.1420 -0.0001 0.4592
S -0.062657 -2.713886 -5.282410 0.5693 -0.8248 -0.2327
O -0.082724 -3.448825 -4.022670 0.3315 1.6310 0.0353
O -0.018041 -3.576264 -6.431840 -0.1571 1.1222 0.5491
N 1.087204 -1.450525 -5.279196 -1.8710 -2.7620 3.4424
S 1.291216 -1.044479 -6.743675 1.4181 1.2625 -4.9933
O 1.974258 -2.022657 -7.547212 0.2186 0.7276 0.6855
O 0.112354 -0.456814 -7.330541 0.0226 0.1462 0.3413
C 2.479440 0.449947 -6.577224 -1.4406 -0.7748 0.0845
F 1.800728 1.432009 -5.960886 0.2261 0.1128 0.5023
F 3.549554 0.119453 -5.846131 0.1837 0.1803 0.1701
F 2.836446 0.913415 -7.748586 0.2868 -0.3736 -0.1659
C 2.412930 -0.204419 0.807671 0.1797 -1.3036 -0.9572
F 2.219536 1.094496 0.774142 -0.0344 -0.2149 0.3914
F 3.443324 -0.523134 0.002063 -0.0143 0.4545 -0.1591
F 2.756342 -0.654688 2.012567 -0.5080 0.5096 0.2735
S 0.982028 -1.243707 0.099770 -1.8287 1.2580 -0.5817
O 1.556977 -2.514362 -0.168207 0.7050 -0.4012 -0.4274
O -0.168459 -1.235915 0.999339 1.4349 0.3789 -0.9854
N 0.743552 -0.415950 -1.406533 1.4820 -2.7221 3.0798
S -0.435033 0.569095 -1.284299 -2.6980 4.2362 -0.3886
O -1.713829 0.156603 -1.788264 0.6255 -0.8665 -0.8112
O -0.578910 1.326117 -0.054516 0.8873 -0.4449 0.3175
C 0.179517 1.928031 -2.466308 0.0516 -0.9134 0.2401
F -0.529497 3.040451 -2.311211 0.0233 -0.2348 0.0291
F 1.469864 2.188893 -2.209030 -0.0964 0.1227 0.0977
F 0.092208 1.511892 -3.722658 -0.1070 0.0471 -0.1440
```
Positions in Å, forces in eV/Å.

Output
Orbital gap, eV: 8.47
2S+1: 1
LUMO level, hartree: -0.2584
E_HOMO, eV: -15.5
Charge: +4
M, g mol⁻¹: 1294.61

Atom charges from the Löwdin analysis, given in e for atoms 1 to 99: Na 0.5872; C -0.0927; C -0.2295; C -0.1319; N -0.2648; C -0.0846; C -0.1627; C -0.1836; C -0.1532; C -0.0545; C 0.0446; H 0.0813; H 0.0849; H 0.0718; H 0.1064; H 0.1091; H 0.1238; H 0.1462; H 0.1274; H 0.1331; H 0.1135; H 0.1198; H 0.0910; H 0.1386; H 0.1178; H 0.1350; H 0.1352; H 0.1376; H 0.1186; H 0.1048; H 0.1091; C -0.0829; C -0.2278; C -0.1080; N -0.2639; C -0.0939; C -0.1535; C -0.1585; C -0.1625; C -0.1068; C 0.0540; H 0.0885; H 0.0880; H 0.0815; H 0.1053; H 0.1044; H 0.1427; H 0.1401; H 0.1213; H 0.1444; H 0.1152; H 0.1027; H 0.1234; H 0.0906; H 0.1304; H 0.1223; H 0.1264; H 0.1474; H 0.1118; H 0.1017; H 0.1117; C -0.0622; C -0.2305; C -0.1078; N -0.2462; C -0.1105; C -0.1460; C -0.1807; C -0.1502; C -0.0735; C 0.0044; H 0.0821; H 0.0856; H 0.0561; H 0.0945; H 0.0678; H 0.1344; H 0.1386; H 0.1476; H 0.1025; H 0.1125; H 0.1103; H 0.1213; H 0.1220; H 0.1315; H 0.1077; H 0.1355; H 0.1425; H 0.1030; H 0.0843; H 0.1235; C -0.0754; C -0.2419; C -0.1413; N -0.2643; C -0.0929; C -0.1259; C -0.1663; C -0.1811